C40H44AsCrFN3O8SSi2 | wB97M-V/def2-TZVPD

Values from the calculation:
spin multiplicity: 4
gap between HOMO and LUMO (alpha / beta): 7.014 / 7.029 eV
total charge: -2
lowest unoccupied orbital energy (alpha / beta): 0.1627 / 0.1627 Ha
HOMO level (alpha / beta): -2.585 / -2.601 eV

Each line ends with the Löwdin charge.
Cartesian coordinates (Å):
As: 2.215 -2.177 0.385  0.890
Cr: -0.267 -0.233 0.398  0.921
S: -0.953 -3.472 1.055  0.482
Si: 0.198 -0.011 -3.117  0.496
Si: -0.239 -0.136 3.840  0.473
F: -2.421 -0.207 -0.067  0.011
O: -0.649 1.702 0.224  -0.195
O: 1.653 -2.726 -1.170  -0.240
O: 1.605 -0.667 0.805  -0.485
O: 3.855 -2.184 0.331  -0.486
O: -0.473 -2.226 0.423  -0.450
O: 0.085 -0.434 -1.595  -0.358
O: -1.994 -3.249 2.034  -0.305
O: -1.254 -4.495 0.079  -0.300
N: 2.131 2.368 0.927  0.137
N: 2.185 3.341 2.898  0.088
N: -1.019 0.028 2.297  -0.107
C: -5.108 1.100 1.976  -0.124
C: 1.345 -5.613 3.557  -0.092
C: -0.035 1.876 -3.386  -0.584
C: -2.158 3.425 0.658  -0.012
C: -2.506 4.601 1.284  -0.108
C: 2.160 -0.876 -5.096  -0.100
C: 1.764 -3.609 1.662  -0.213
C: 0.056 3.543 1.628  -0.088
C: 3.363 2.172 1.486  -0.144
C: 2.838 -4.154 2.361  -0.093
C: -2.216 -3.200 -4.230  -0.086
C: -3.122 0.838 3.329  -0.043
C: -0.333 4.723 2.258  -0.076
C: 1.927 -0.434 -3.793  -0.198
C: -1.169 -1.392 4.926  -0.165
C: 0.318 2.340 -4.802  -0.103
C: 4.294 -0.715 -3.337  -0.080
C: -3.076 0.269 1.052  -0.208
C: -4.390 0.621 0.889  -0.037
C: 1.573 -0.644 3.938  -0.148
C: 3.434 -1.226 -5.520  -0.115
C: -1.573 -0.760 -5.357  -0.110
C: 3.020 -0.350 -2.927  -0.084
C: 0.910 2.581 -2.401  -0.089
C: -0.882 2.829 0.808  -0.328
C: -2.342 0.357 2.249  -0.301
C: 1.426 3.060 1.791  -0.293
C: -4.451 1.192 3.196  -0.111
C: -1.379 -2.318 -3.561  -0.063
C: -0.271 1.546 4.779  -0.175
C: 0.482 -4.074 1.934  -0.250
C: -2.735 -2.863 -5.473  -0.118
C: -1.598 5.263 2.103  -0.133
C: 0.270 -5.074 2.872  -0.069
C: -2.413 -1.634 -6.033  -0.116
C: 2.632 -5.153 3.297  -0.094
C: 4.504 -1.155 -4.637  -0.115
C: -1.034 -1.079 -4.109  -0.185
C: -1.482 2.261 -3.052  -0.087
C: 3.422 2.764 2.712  -0.126
H: -1.614 3.349 -3.090  0.079
H: -3.503 5.005 1.148  0.092
H: -0.962 1.514 5.627  0.015
H: 0.219 3.430 -4.887  0.075
H: 1.953 2.421 -2.690  0.076
H: 2.242 0.205 3.795  0.018
H: 0.997 -2.042 -1.456  -0.007
H: -0.990 -2.595 -2.586  0.099
H: 3.823 -3.760 2.140  0.093
H: -2.819 -1.361 -7.002  0.087
H: 1.180 -6.396 4.288  0.092
H: -0.585 2.364 4.125  0.014
H: -4.984 1.554 4.069  0.091
H: -6.148 1.379 1.873  0.083
H: 5.108 -0.679 -2.625  0.101
H: 3.477 -5.576 3.827  0.092
H: -2.876 2.903 0.037  0.107
H: 0.721 1.783 5.174  0.009
H: 4.198 2.823 3.457  0.090
H: 0.394 5.256 2.865  0.097
H: -2.653 0.929 4.298  0.067
H: -1.191 -2.344 4.401  0.010
H: -3.385 -3.550 -6.002  0.087
H: -1.337 0.193 -5.819  0.076
H: -2.210 -1.102 5.083  0.016
H: -1.727 1.926 -2.041  0.060
H: 4.106 1.574 0.981  0.100
H: 1.832 -1.377 3.186  -0.008
H: -2.189 1.802 -3.752  0.069
H: 2.869 -0.021 -1.905  0.102
H: -0.332 1.892 -5.558  0.050
H: 3.596 -1.570 -6.537  0.086
H: 1.761 -1.083 4.921  0.032
H: -0.701 -1.534 5.905  0.021
H: 5.494 -1.462 -4.956  0.086
H: 1.351 2.077 -5.044  0.070
H: 0.715 3.661 -2.394  0.085
H: -2.461 -4.153 -3.775  0.101
H: -1.861 6.190 2.598  0.080
H: -4.843 0.519 -0.090  0.118
H: -0.746 -5.400 3.056  0.113
H: 0.781 2.205 -1.388  0.042
H: 1.324 -0.967 -5.783  0.092
H: 1.855 3.761 3.746  0.129

***

C40H44BClN8O8S2Tl | wB97M-V/def2-TZVPD

Values from the calculation:
gap between HOMO and LUMO (alpha / beta): 3.025 / 2.608 eV
total charge: -1
lowest unoccupied orbital energy (alpha / beta): -0.0544 / -0.0697 Ha
ΔE to the lowest compared entry with this formula, charge and spin: 295.5 kJ/mol
HOMO level (alpha / beta): -4.505 / -4.505 eV

Each line ends with the Löwdin charge.
Cartesian coordinates (Å):
Tl: 2.245 -0.385 0.092  0.956
Cl: -5.710 -0.658 4.472  0.664
S: 1.710 -3.028 -1.943  0.697
S: 5.491 -1.115 -0.123  0.811
O: 2.122 3.203 2.880  0.024
O: -0.245 0.183 1.166  -0.048
O: -5.317 1.744 -3.931  -0.026
O: 5.389 0.371 -4.964  0.020
O: 1.677 -1.877 1.894  -0.255
O: 4.867 7.645 -0.704  -0.073
O: 3.186 7.488 0.891  -0.076
O: 2.746 1.309 1.821  -0.202
N: 2.989 -4.972 -0.466  -0.002
N: 3.783 2.809 -0.228  0.076
N: 0.946 -5.530 -1.175  -0.123
N: 4.837 -1.616 2.479  -0.085
N: 4.432 -3.329 1.101  0.025
N: -0.816 1.710 -4.170  0.077
N: -1.729 0.765 -3.850  -0.116
N: 0.242 0.005 -3.059  0.080
C: 4.539 0.677 -5.634  -0.015
C: -0.479 1.610 3.094  0.015
C: -0.292 -5.398 -1.912  -0.054
C: -4.193 -0.180 0.273  -0.218
C: -0.110 -0.938 3.277  -0.087
C: -5.797 0.514 1.984  -0.091
C: 4.078 7.066 0.091  -0.681
C: -4.619 0.236 -2.327  -0.073
C: -0.976 -2.381 5.039  -0.119
C: -0.229 0.275 2.382  -0.377
C: 3.303 4.851 0.982  0.066
C: -5.330 0.539 0.656  -0.044
C: -0.123 -3.442 4.669  -0.110
C: -2.497 2.569 -1.447  -0.044
C: -3.385 -0.724 1.303  -0.022
C: 4.951 -2.054 1.181  -0.734
C: 3.251 3.434 0.832  -0.174
C: -0.950 -1.160 4.363  -0.074
C: 2.689 -6.242 0.036  -0.031
C: -1.047 -0.280 -3.262  -0.147
C: -5.139 -0.308 2.894  -0.696
C: 1.924 -4.528 -1.200  -0.682
C: 0.336 1.233 -3.709  -0.177
C: 2.620 2.573 1.943  -0.597
C: 5.230 -0.301 2.961  -0.001
C: -3.711 -0.274 -1.154  -0.132
C: 0.871 -1.958 2.928  -0.300
C: 1.411 -6.570 -0.406  -0.039
C: 4.287 -2.660 3.241  0.023
C: -3.105 0.884 -4.322  -0.061
C: 0.827 -3.213 3.709  -0.031
C: -3.123 3.775 -3.476  -0.061
C: -4.115 1.385 -3.261  -0.420
C: 4.603 4.883 -1.027  -0.024
C: 4.428 3.537 -1.146  -0.175
C: 4.070 -3.728 2.382  -0.012
C: 3.977 5.579 0.014  -0.132
C: -3.610 2.708 -2.483  -0.456
C: -4.810 3.326 -1.691  -0.037
C: -3.965 -0.977 2.525  -0.114
B: 4.278 -4.156 -0.241  -0.489
H: -3.093 1.620 -5.180  0.143
H: -5.762 3.304 -2.192  0.071
H: -2.855 4.708 -2.960  0.090
H: -2.220 3.383 -3.975  0.055
H: -2.305 3.560 -1.146  0.077
H: 3.703 -4.717 2.586  0.124
H: -0.167 -4.383 5.217  0.096
H: -2.818 2.096 -0.509  0.084
H: 1.560 -3.904 3.360  0.067
H: -2.725 0.207 -1.203  0.082
H: -3.453 -1.362 -1.217  0.121
H: 3.477 -6.846 0.493  0.126
H: -1.260 1.475 3.844  0.068
H: -4.958 2.897 -0.671  0.076
H: 5.264 5.373 -1.799  0.128
H: 4.880 2.957 -1.936  0.086
H: 6.011 0.011 2.261  0.072
H: 5.225 -4.849 -0.302  0.069
H: 4.325 -3.350 -1.168  0.037
H: 0.424 1.924 3.577  0.066
H: -6.608 1.158 2.285  0.101
H: 0.746 -7.409 -0.169  0.126
H: -4.575 4.394 -1.613  0.084
H: 2.768 5.245 1.833  0.117
H: 5.672 -0.362 3.945  0.099
H: -1.761 -2.532 5.768  0.087
H: -1.565 2.160 -1.747  0.064
H: 4.094 -2.599 4.285  0.129
H: -0.125 -5.525 -2.984  0.094
H: -5.200 1.768 -4.884  0.094
H: -3.433 -1.592 3.283  0.101
H: -5.602 0.580 -2.029  0.097
H: 1.308 1.689 -3.919  0.115
H: -1.596 -0.340 4.689  0.106
H: -1.555 -1.218 -2.924  0.136
H: -4.789 -0.599 -2.997  0.105
H: -3.449 -0.108 -4.768  0.151
H: -2.343 -0.942 1.071  0.109
H: -6.004 0.984 -0.124  0.112
H: 4.408 0.396 2.823  0.078
H: -0.901 2.354 2.416  0.095
H: -3.902 4.041 -4.228  0.096
H: -0.759 -4.404 -1.771  0.078
H: -1.000 -6.148 -1.567  0.088

***

C40H44BN10OP | wB97M-V/def2-TZVPD

Values from the calculation:
gap between HOMO and LUMO: 8.610 eV
lowest unoccupied orbital energy: -0.0073 Ha
HOMO level: -8.808 eV

Each line ends with the Löwdin charge.
Cartesian coordinates (Å):
P: -4.115 -0.074 1.154  0.740
O: -0.953 0.116 -0.386  -0.039
N: -3.499 3.161 4.363  0.096
N: 0.081 2.217 -2.859  0.052
N: -4.138 -1.669 0.891  -0.327
N: -1.055 6.423 -2.966  0.047
N: -4.822 -5.039 -1.334  0.051
N: 1.452 -2.900 -1.280  0.057
N: 3.516 -4.870 7.598  0.049
N: 2.356 -2.526 2.418  0.052
N: -2.340 -0.429 4.618  0.130
N: 4.171 4.726 -7.117  0.056
C: 3.119 -3.692 8.128  -0.150
C: 0.799 1.102 -4.876  -0.063
C: 3.708 -3.109 9.238  -0.073
C: -2.194 7.580 -1.180  -0.072
C: 3.269 4.764 -6.112  -0.143
C: -2.477 0.588 1.876  -0.437
C: -5.966 -4.942 -2.045  -0.158
C: 3.767 7.036 -5.593  -0.083
C: 0.156 -4.851 -1.864  -0.077
C: 3.047 -3.418 1.675  -0.144
C: 3.539 -4.788 3.563  -0.076
C: 4.704 7.027 -6.620  -0.080
C: -2.520 2.247 1.718  -0.134
C: 0.030 3.374 -4.977  -0.086
C: 2.834 -3.886 4.354  -0.070
C: -0.358 7.557 -3.197  -0.139
C: 4.548 -5.490 8.209  -0.145
C: 0.561 1.136 -3.512  -0.134
C: -2.371 0.171 3.457  -0.159
C: -7.225 -5.176 -1.516  -0.084
C: -0.923 -2.715 -1.672  -0.059
C: -0.999 -4.079 -1.932  -0.071
C: 0.526 2.245 -5.621  -0.093
C: 2.265 -2.782 3.741  -0.147
C: -0.172 3.313 -3.608  -0.146
C: 0.313 -2.176 -1.355  -0.154
C: -7.319 -5.536 -0.176  -0.082
C: -6.158 -5.646 0.583  -0.073
C: 4.868 5.860 -7.349  -0.152
C: 3.032 5.884 -5.331  -0.076
C: 1.346 -4.222 -1.536  -0.161
C: 5.199 -4.988 9.325  -0.077
C: -3.183 2.785 3.157  -0.141
C: -0.522 8.724 -2.468  -0.071
C: -4.945 -5.388 -0.035  -0.150
C: 3.648 -4.553 2.196  -0.076
C: -1.460 8.733 -1.441  -0.074
C: -1.957 6.461 -1.961  -0.148
C: 0.181 -0.454 2.025  -0.061
C: 4.768 -3.773 9.846  -0.080
B: -1.115 0.083 1.107  -0.393
H: -8.288 -5.729 0.274  0.104
H: -6.197 -5.925 1.630  0.103
H: -4.011 -5.457 0.516  0.104
H: -2.933 7.555 -0.387  0.103
H: -3.183 2.588 0.797  0.121
H: 3.997 -5.666 4.007  0.103
H: 0.494 0.351 2.841  0.094
H: 3.108 -3.189 0.615  0.079
H: 0.359 7.501 -4.011  0.094
H: 0.699 2.256 -6.693  0.109
H: 5.585 5.805 -8.162  0.101
H: -1.416 2.617 1.585  0.134
H: 5.254 -3.347 10.719  0.105
H: -0.194 4.280 -5.529  0.104
H: 3.349 -2.159 9.619  0.103
H: -1.951 -4.537 -2.184  0.092
H: -8.111 -5.081 -2.133  0.099
H: 1.702 -2.051 4.316  0.099
H: 4.850 -6.434 7.762  0.102
H: -1.805 -2.086 -1.715  0.096
H: 6.021 -5.531 9.776  0.101
H: 2.731 -4.041 5.422  0.061
H: 0.067 9.605 -2.696  0.103
H: 2.724 3.839 -5.945  0.083
H: 5.293 7.909 -6.848  0.100
H: -5.841 -4.662 -3.087  0.098
H: 1.188 0.206 -5.348  0.106
H: 0.425 -1.116 -1.147  0.068
H: 2.286 -3.214 7.620  0.101
H: -4.346 -1.795 -0.136  -0.030
H: 2.275 -4.782 -1.467  0.098
H: -2.502 5.536 -1.794  0.100
H: 0.755 0.268 -2.888  0.089
H: -0.927 1.119 -0.577  0.114
H: -0.555 4.169 -3.060  0.063
H: -1.617 9.629 -0.849  0.108
H: 3.610 7.933 -5.000  0.102
H: -4.438 0.576 -0.122  0.034
H: 4.189 -5.237 1.552  0.098
H: 2.294 5.858 -4.538  0.088
H: 1.138 -0.577 1.327  0.078
H: 0.130 -5.916 -2.062  0.099
H: -0.063 -1.475 2.584  0.091
H: -5.162 0.265 2.094  0.023